No. 1
This record from OMol25 describes a structure of composition C18H19Co2N2O6 at a distorted geometry. The level of theory is ωB97M-V with the def2-TZVPD basis set.

Each line ends with the Löwdin charge.
Element x y z (Å)
C -2.91 -0.86 0.81  -0.221
C -2.07 0.39 1.05  -0.182
C -1.03 0.63 -0.05  -0.097
C 0.27 -0.13 0.22  -0.327
N 1.34 0.52 0.50  0.048
C 2.60 -0.18 0.60  -0.227
C 2.40 -1.54 1.23  -0.187
C 1.35 -2.31 0.46  -0.177
N 0.21 -1.48 0.18  -0.074
C -1.00 -2.17 -0.28  -0.161
C -2.12 -2.16 0.77  -0.187
H -3.67 -0.94 1.60  0.105
H -3.46 -0.75 -0.14  0.113
H -2.74 1.26 1.08  0.107
H -1.59 0.34 2.03  0.126
H -1.41 0.36 -1.04  0.117
H -0.76 1.70 -0.09  0.087
H 3.05 -0.33 -0.40  0.123
H 3.24 0.46 1.21  0.109
H 3.34 -2.10 1.22  0.106
H 2.09 -1.41 2.28  0.118
H 1.79 -2.68 -0.48  0.123
H 1.04 -3.20 1.04  0.120
H -1.36 -1.69 -1.20  0.121
H -0.72 -3.21 -0.52  0.117
H -1.70 -2.38 1.77  0.118
H -2.79 -2.99 0.53  0.104
O 3.74 5.91 2.24  0.052
C 2.71 6.26 1.85  -0.196
Co 1.15 6.72 1.20  0.029
C 0.02 6.56 2.53  -0.190
O -0.69 6.49 3.44  0.060
C 1.15 8.38 0.64  -0.201
O 1.16 9.48 0.26  0.049
C 0.95 5.60 -0.44  -0.292
C 0.75 4.28 0.06  -0.405
C 1.32 3.26 0.70  -0.037
Co -0.75 5.08 -0.48  0.041
C -2.06 4.64 0.73  -0.102
O -3.06 4.46 1.27  0.100
C -1.18 4.00 -1.84  -0.118
O -1.49 3.34 -2.74  0.104
C -1.35 6.63 -1.03  -0.153
O -1.70 7.67 -1.41  0.108
H 1.61 5.90 -1.26  0.068
H 0.73 2.42 1.06  0.006
H 2.40 3.22 0.87  0.052

For the energy above the lowest of the compared OMol25 structures with the same formula, charge and spin, the calculation gives 0.0 kJ/mol. As for the net charge: -1. The spin multiplicity is 1. The strongest force on any atom comes out at 4.71 eV Å⁻¹. The calculation puts the lowest unoccupied orbital energy at 0.090 Eh.



No. 2
This record from OMol25 describes an isolated molecule of C18H19N3O3 at a distorted geometry. The level of theory is ωB97M-V with the def2-TZVPD basis set.

Each line ends with the Löwdin charge.
Element x y z (Å)
C -0.02 1.63 4.48  -0.110
C -0.90 0.62 3.75  -0.268
C -0.32 -0.79 3.83  -0.216
C -1.23 -1.82 3.15  -0.199
C -1.38 -1.54 1.74  -0.002
C -1.51 -1.26 0.57  0.079
C -1.65 -0.94 -0.78  -0.271
C -2.40 0.05 -1.38  0.020
C -2.12 -0.03 -2.75  0.001
C -1.24 -1.06 -2.91  -0.201
C -0.56 -1.62 -4.10  -0.416
O -0.42 -2.79 -4.34  0.103
N 0.00 -0.68 -4.93  0.064
N 0.08 0.69 -4.70  0.065
C 0.49 1.22 -3.47  -0.545
O 0.16 2.35 -3.18  0.081
N 1.28 0.39 -2.74  0.154
C 1.60 0.48 -1.38  -0.223
C 2.26 -0.60 -0.80  -0.028
C 2.58 -0.58 0.54  -0.083
C 2.26 0.52 1.31  -0.111
C 1.59 1.58 0.74  -0.077
C 1.26 1.57 -0.60  -0.009
O -0.96 -1.63 -1.72  0.118
H 0.06 1.37 5.53  0.072
H -0.45 2.63 4.41  0.070
H 0.97 1.65 4.05  0.056
H -0.99 0.90 2.70  0.099
H -1.90 0.63 4.18  0.111
H 0.66 -0.81 3.35  0.099
H -0.20 -1.08 4.88  0.114
H -0.81 -2.82 3.26  0.120
H -2.22 -1.81 3.62  0.122
H -3.04 0.75 -0.88  0.119
H -2.54 0.59 -3.52  0.120
H 0.51 -1.03 -5.74  0.161
H -0.61 1.27 -5.16  0.151
H 1.55 -0.49 -3.18  0.143
H 2.50 -1.47 -1.41  0.115
H 3.10 -1.42 0.97  0.105
H 2.53 0.54 2.36  0.092
H 1.32 2.44 1.35  0.104
H 0.74 2.41 -1.05  0.102

For the energy above the lowest of the compared OMol25 structures with the same formula, charge and spin, the calculation gives 301.2 kJ/mol. The spin multiplicity is 1. As for the SMILES: CCCCC#Cc1ccc(C(=O)NNC(=O)Nc2ccccc2)o1. The strongest force on any atom comes out at 1.28 eV Å⁻¹. The calculation puts the lowest unoccupied orbital energy at 0.020 Eh.



No. 3
This record from OMol25 describes a structure of composition C18H19N6O5PtS2 at a distorted geometry. The level of theory is ωB97M-V with the def2-TZVPD basis set.

Each line ends with the Löwdin charge.
Element x y z (Å)
Pt -0.77 -0.06 1.03  0.898
O -0.43 -1.54 4.63  -0.326
S -0.73 -0.57 3.62  0.295
O -1.25 0.69 4.09  -0.345
O 0.50 -0.35 2.69  -0.508
O -1.68 -1.15 2.51  -0.550
S -2.48 0.45 -0.41  0.558
C -1.60 1.61 -1.33  -0.820
N -2.11 2.34 -2.24  0.025
N -1.32 3.34 -2.79  -0.013
C -0.48 4.24 -2.16  -0.279
C -0.46 4.44 -0.78  -0.049
C 0.37 5.40 -0.23  -0.092
C 1.19 6.20 -1.03  -0.123
C 1.15 6.01 -2.40  -0.114
C 0.33 5.05 -2.97  -0.052
N -0.17 1.72 -1.16  0.042
N 0.30 0.99 -0.25  -0.153
C 1.77 0.98 -0.21  -0.206
C 2.38 -0.10 0.39  -0.029
C 3.77 -0.15 0.40  -0.067
C 4.51 0.87 -0.19  -0.093
C 3.86 1.96 -0.76  -0.081
C 2.48 2.02 -0.78  -0.014
H -1.55 3.53 -3.75  0.122
H -1.09 3.85 -0.13  0.110
H 0.38 5.53 0.85  0.105
H 1.83 6.94 -0.59  0.089
H 1.78 6.61 -3.05  0.094
H 0.32 4.90 -4.04  0.103
H 1.79 -0.88 0.85  0.082
H 4.27 -1.00 0.86  0.105
H 5.59 0.82 -0.18  0.097
H 4.44 2.76 -1.20  0.100
H 1.96 2.86 -1.21  0.100
N -0.45 -2.67 -0.51  0.159
C -1.34 -3.32 -0.19  -0.316
N -2.34 -4.09 0.27  -0.089
C -2.37 -4.23 1.74  -0.112
C -1.36 -5.27 2.18  -0.170
O -1.56 -6.51 1.50  -0.139
C -1.48 -6.36 0.09  -0.200
C -2.52 -5.38 -0.41  -0.135
H -3.37 -4.54 2.01  0.130
H -2.16 -3.25 2.18  0.102
H -1.46 -5.48 3.24  0.129
H -0.34 -4.90 1.99  0.132
H -1.64 -7.35 -0.34  0.121
H -0.48 -6.01 -0.19  0.126
H -3.52 -5.73 -0.15  0.126
H -2.47 -5.23 -1.49  0.127

For the energy above the lowest of the compared OMol25 structures with the same formula, charge and spin, the calculation gives 150.9 kJ/mol. As for the net charge: -1. The spin multiplicity is 1. The strongest force on any atom comes out at 1.19 eV Å⁻¹. The calculation puts the lowest unoccupied orbital energy at 0.058 Eh.



No. 4
This record from OMol25 describes a structure of composition C18H20CaN2O2S6. The level of theory is ωB97M-V with the def2-TZVPD basis set.

Each line ends with the Löwdin charge.
Element x y z (Å)
Ca 0.93 0.92 -0.66  0.799
C -2.26 -0.19 2.75  -0.038
C -1.49 0.52 1.67  -0.269
N -0.57 -0.07 1.00  -0.073
N -0.36 -1.42 1.27  -0.115
C 0.88 -1.73 1.38  -1.201
S 2.27 -0.73 1.41  0.412
S 1.23 -3.48 1.56  0.835
C -0.28 -4.23 0.88  -0.450
C -0.15 -4.55 -0.58  -0.297
C 0.01 -3.52 -1.51  -0.032
C 0.18 -3.81 -2.85  -0.064
C 0.19 -5.13 -3.29  -0.108
C 0.04 -6.16 -2.37  -0.118
C -0.12 -5.86 -1.02  -0.074
C -1.82 1.94 1.41  -0.111
C -3.13 2.35 1.65  -0.075
C -3.55 3.66 1.49  -0.134
C -2.62 4.60 1.07  -0.121
C -1.32 4.24 0.83  -0.023
C -0.86 2.90 0.96  -0.386
O 0.37 2.62 0.71  -0.300
H -1.67 -1.01 3.16  0.065
H -3.18 -0.62 2.34  0.082
H -2.54 0.51 3.54  0.074
H -1.08 -3.51 1.06  0.064
H -0.47 -5.13 1.46  0.061
H 0.02 -2.49 -1.18  0.099
H 0.32 -2.99 -3.55  0.098
H 0.33 -5.35 -4.34  0.090
H 0.05 -7.19 -2.70  0.086
H -0.23 -6.67 -0.30  0.096
H -3.85 1.61 1.98  0.095
H -4.58 3.93 1.66  0.078
H -2.92 5.64 0.93  0.088
H -0.58 4.96 0.49  0.111
S 2.59 -0.33 -2.55  -0.291
S 1.75 0.54 -4.24  -0.285
S -0.29 0.45 -4.01  -0.295
S -0.80 1.91 -2.62  -0.257
C 3.43 3.81 -0.79  -0.085
C 3.56 3.48 0.69  -0.346
O 2.55 4.09 1.47  -0.112
H 4.27 3.40 -1.36  0.071
H 3.41 4.89 -0.93  0.069
H 2.51 3.40 -1.21  0.056
H 4.52 3.84 1.08  0.100
H 3.55 2.39 0.84  0.099
H 1.74 3.56 1.30  0.033

As for the net charge: -2. The spin multiplicity is 1. The strongest force on any atom comes out at 0.34 eV Å⁻¹. The calculation puts the lowest unoccupied orbital energy at 0.163 Eh.



No. 5
This record from OMol25 describes a structure of composition C18H20Cl2N3O3ReSi at a distorted geometry. The level of theory is ωB97M-V with the def2-TZVPD basis set.

Each line ends with the Löwdin charge.
Element x y z (Å)
Re -0.26 0.24 0.60  1.419
Cl -0.48 -2.47 -3.53  0.764
C -1.78 -1.97 -2.53  -0.579
C -3.06 -2.49 -2.74  -0.099
C -4.12 -2.10 -1.97  -0.594
Cl -5.67 -2.80 -2.23  0.761
C -3.95 -1.14 -0.93  -0.159
C -4.96 -0.68 -0.08  0.018
C -4.65 0.23 0.90  -0.011
C -3.33 0.66 1.05  -0.078
N -2.35 0.23 0.28  -0.054
C -2.65 -0.65 -0.72  -0.144
C -1.54 -1.06 -1.52  -0.357
O -0.35 -0.55 -1.22  -0.227
H -3.21 -3.22 -3.52  0.117
H -5.97 -1.07 -0.19  0.106
H -5.42 0.62 1.56  0.121
H -3.07 1.37 1.83  0.124
O 0.07 0.81 4.59  0.084
N 0.53 0.73 3.52  -0.155
O -0.34 0.60 2.52  -0.365
C 4.94 -3.14 -0.40  -0.021
C 3.83 -2.24 0.03  -0.228
C 3.90 -0.85 -0.11  0.020
C 2.81 -0.07 0.21  -0.087
N 1.66 -0.59 0.68  -0.130
C 1.62 -1.92 0.89  -0.107
C 2.66 -2.76 0.58  0.010
H 5.91 -2.67 -0.27  0.092
H 4.82 -3.38 -1.46  0.104
H 4.91 -4.08 0.15  0.090
H 4.80 -0.38 -0.49  0.130
H 2.84 1.00 0.09  0.094
H 0.71 -2.32 1.32  0.121
H 2.57 -3.82 0.77  0.128
C 1.12 2.70 -1.52  -0.204
Si 0.45 2.59 0.26  0.494
C -1.00 3.78 0.56  -0.217
C 1.81 3.05 1.52  -0.213
H 2.06 3.24 -1.55  0.032
H 0.42 3.24 -2.16  0.032
H 1.28 1.72 -1.98  0.012
H -0.67 4.79 0.33  0.038
H -1.31 3.76 1.61  0.027
H -1.88 3.56 -0.05  0.023
H 2.63 3.58 1.02  0.033
H 2.24 2.20 2.04  0.004
H 1.41 3.73 2.27  0.034

For the energy above the lowest of the compared OMol25 structures with the same formula, charge and spin, the calculation gives 62.2 kJ/mol. As for the net charge: +1. The spin multiplicity is 2. The strongest force on any atom comes out at 3.28 eV Å⁻¹. The calculation puts the lowest unoccupied orbital energy (spin up / spin down) at -0.178 / -0.163 Eh.



No. 6
This record from OMol25 describes an isolated molecule of C18H20ClFN4O2. The level of theory is ωB97M-V with the def2-TZVPD basis set.

Each line ends with the Löwdin charge.
Element x y z (Å)
C 4.70 2.12 5.21  -0.064
O 4.83 1.43 3.97  -0.064
C 3.68 1.06 3.38  -0.372
C 3.82 0.38 2.12  0.050
C 2.72 -0.01 1.47  0.037
C 1.41 0.25 2.04  -0.320
N 0.26 -0.01 1.53  0.160
C 0.12 -0.83 0.42  -0.496
O -0.37 -0.46 -0.62  0.088
C 0.48 -2.30 0.64  -0.093
C 0.48 -3.10 -0.64  -0.263
C 1.57 -2.79 -1.68  -0.123
N 1.72 -4.23 -1.91  -0.130
C 3.06 -4.73 -2.13  -0.186
C 3.05 -6.24 -2.20  -0.229
C 2.42 -6.84 -3.29  -0.025
C 2.34 -8.22 -3.41  0.004
C 2.90 -8.99 -2.41  -0.237
F 2.82 -10.33 -2.54  0.061
C 3.54 -8.47 -1.30  -0.224
C 4.13 -9.36 -0.25  -0.058
C 3.59 -7.07 -1.23  -0.518
Cl 4.38 -6.39 0.17  0.720
C 1.09 -4.51 -0.61  -0.120
N 1.45 0.90 3.25  0.070
N 2.55 1.32 3.92  0.133
H 5.72 2.34 5.53  0.091
H 4.14 3.05 5.08  0.089
H 4.19 1.50 5.95  0.089
H 4.82 0.22 1.72  0.127
H 2.77 -0.49 0.50  0.112
H 1.44 -2.37 1.15  0.111
H -0.25 -2.70 1.35  0.133
H -0.50 -3.09 -1.10  0.146
H 1.30 -2.19 -2.56  0.118
H 2.46 -2.35 -1.21  0.114
H 3.42 -4.33 -3.08  0.130
H 3.76 -4.39 -1.35  0.085
H 1.97 -6.21 -4.04  0.122
H 1.85 -8.69 -4.25  0.120
H 3.67 -9.16 0.72  0.079
H 3.99 -10.40 -0.50  0.077
H 5.20 -9.17 -0.14  0.079
H 1.82 -4.62 0.20  0.108
H 0.41 -5.37 -0.61  0.117
H 0.57 1.13 3.68  0.154

For the energy above the lowest of the compared OMol25 structures with the same formula, charge and spin, the calculation gives 27.2 kJ/mol. The spin multiplicity is 1. As for the SMILES: COc1cc/c(=N\C(=O)CC2CN(Cc3ccc(F)c(C)c3Cl)C2)[nH]n1. The strongest force on any atom comes out at 0.12 eV Å⁻¹. The calculation puts the lowest unoccupied orbital energy at -0.002 Eh.



No. 7
This record from OMol25 describes a structure of composition C18H20CoN4S7Si at a distorted geometry. The level of theory is ωB97M-V with the def2-TZVPD basis set.

Each line ends with the Löwdin charge.
Element x y z (Å)
Co 0.39 0.18 0.23  0.048
N 0.29 -3.30 -0.08  0.139
C -0.67 -2.60 -0.72  -0.688
N -0.71 -1.29 -0.75  0.018
C -1.77 -0.83 -1.50  -0.319
C -2.53 -1.78 -2.07  -0.330
S -1.92 -3.35 -1.65  1.070
C -1.93 0.63 -1.51  -0.312
C -2.86 1.40 -2.11  -0.331
S -2.59 3.06 -1.71  1.070
C -1.24 2.60 -0.74  -0.676
N -1.01 1.31 -0.73  0.009
N -0.48 3.47 -0.05  0.128
H 0.85 -2.76 0.57  0.100
H 0.09 -4.24 0.20  0.104
H -3.41 -1.68 -2.69  0.077
H -3.66 1.11 -2.76  0.077
H -0.57 4.46 -0.18  0.102
H 0.36 3.11 0.39  0.092
C -1.71 1.18 2.84  -0.209
Si -0.18 0.14 2.44  0.525
C 1.18 0.68 3.62  -0.249
C -0.64 -1.65 2.86  -0.288
C -1.76 -2.24 2.26  -0.135
C -2.14 -3.54 2.55  -0.099
C -1.39 -4.30 3.44  -0.099
C -0.27 -3.74 4.04  -0.090
C 0.09 -2.43 3.75  -0.097
H -1.92 1.12 3.91  0.032
H -2.59 0.84 2.29  0.019
H -1.54 2.23 2.58  0.013
H 0.83 0.60 4.65  0.034
H 1.45 1.72 3.43  0.023
H 2.08 0.09 3.50  0.010
H -2.36 -1.66 1.56  0.097
H -3.02 -3.97 2.07  0.101
H -1.68 -5.32 3.66  0.099
H 0.32 -4.33 4.73  0.101
H 0.97 -2.01 4.23  0.095
C 6.17 0.97 1.32  -0.390
S 5.73 -0.72 0.82  0.796
C 4.87 -0.37 -0.67  -1.023
C 3.62 0.11 -0.78  -1.095
S 2.57 0.55 0.54  0.589
S 3.05 0.35 -2.41  0.882
C 4.47 -0.16 -3.26  -1.520
S 4.59 -0.18 -4.90  0.514
S 5.72 -0.65 -2.18  0.902
H 6.62 0.89 2.31  0.032
H 5.26 1.57 1.38  0.017
H 6.88 1.41 0.62  0.038

For the energy above the lowest of the compared OMol25 structures with the same formula, charge and spin, the calculation gives 32.1 kJ/mol. The spin multiplicity is 2. The strongest force on any atom comes out at 1.02 eV Å⁻¹. The calculation puts the lowest unoccupied orbital energy (spin up / spin down) at -0.022 / 0.003 Eh.



No. 8
This record from OMol25 describes a structure of composition C18H20F11N4O2PRuS2SbSe. The level of theory is ωB97M-V with the def2-TZVPD basis set.

Each line ends with the Löwdin charge.
Element x y z (Å)
Ru -0.75 0.14 -0.54  0.797
N -0.47 -0.80 3.42  0.156
C 0.15 0.41 3.61  -0.028
C 0.03 1.10 2.45  -0.150
N -0.68 0.33 1.56  -0.043
C -0.94 -0.82 2.17  -0.263
C -1.61 -1.84 1.39  -0.258
N -1.84 -1.57 0.11  -0.065
C -2.45 -2.68 -0.43  -0.105
C -2.59 -3.61 0.55  -0.026
N -2.06 -3.06 1.70  0.157
H -0.48 -1.56 4.09  0.177
H 0.64 0.66 4.54  0.134
H 0.38 2.08 2.20  0.085
H -2.75 -2.73 -1.46  0.106
H -3.03 -4.59 0.54  0.130
H -1.98 -3.52 2.59  0.177
F 1.57 1.47 -7.73  0.167
C 1.13 0.95 -6.60  -0.110
C 0.23 1.66 -5.81  -0.128
F -0.18 2.86 -6.20  0.139
C -0.23 1.11 -4.63  -0.233
F -1.13 1.81 -3.93  0.029
C 0.18 -0.15 -4.20  -0.424
Se -0.37 -1.01 -2.62  0.995
C 1.06 -0.85 -5.02  -0.249
F 1.48 -2.06 -4.66  0.107
C 1.54 -0.32 -6.20  -0.127
F 2.39 -1.00 -6.96  0.157
C -4.00 1.06 -2.08  -0.042
C -4.29 2.00 -0.94  -0.413
C -4.22 1.36 0.42  -0.081
O -3.44 3.18 -1.05  -0.262
P -2.07 3.57 -0.40  -0.107
S -1.89 3.47 1.50  0.487
S -0.50 2.35 -1.10  0.510
O -1.77 4.99 -0.96  -0.279
C -1.98 5.64 -2.25  -0.398
C -1.64 4.74 -3.41  -0.063
C -3.40 6.18 -2.30  -0.035
H -4.79 0.32 -2.14  0.097
H -3.05 0.52 -1.93  0.019
H -3.94 1.59 -3.03  0.089
H -5.29 2.43 -1.09  0.154
H -3.25 0.87 0.59  0.033
H -5.00 0.61 0.48  0.096
H -4.36 2.09 1.22  0.065
H -1.27 6.47 -2.20  0.151
H -2.32 3.89 -3.46  0.066
H -0.62 4.38 -3.36  0.074
H -1.76 5.31 -4.33  0.101
H -4.12 5.38 -2.41  0.080
H -3.49 6.85 -3.15  0.094
H -3.62 6.75 -1.40  0.093
F 0.90 -1.92 -0.08  -0.421
Sb 2.66 -1.13 -0.01  1.383
F 4.24 -0.14 0.04  -0.320
F 1.63 0.51 -0.26  -0.459
F 2.72 -1.28 -1.88  -0.356
F 2.37 -0.94 1.85  -0.336
F 3.42 -2.81 0.23  -0.326

For the energy above the lowest of the compared OMol25 structures with the same formula, charge and spin, the calculation gives 82.7 kJ/mol. As for the net charge: +1. The spin multiplicity is 5. The strongest force on any atom comes out at 0.43 eV Å⁻¹. The calculation puts the lowest unoccupied orbital energy (spin up / spin down) at -0.133 / -0.217 Eh.